(1)
Molecular formula: C5H15N2
Method: DFT, ωB97M-V/def2-TZVPD

Results
Total charge = +1
Highest occupied orbital energy = -13.00 eV
Relative energy (zero: lowest compared OMol25 entry of this formula, charge and spin) = 145.9 kcal per mole

CARTESIAN COORDINATES (ANGSTROEM)
C 1.8706 0.1004 -1.0462
C 1.4130 1.0755 0.1433
C 1.2404 0.2793 1.4173
C 0.1205 -0.8845 1.2389
C -2.2802 -0.5982 0.8396
N -0.9005 -0.3528 0.4853
N -1.2723 0.2768 -2.1475
H 2.2897 0.8981 -1.7968
H 0.9958 -0.4239 -1.5209
H 2.5878 -0.6918 -0.9266
H 2.1582 1.9383 0.2558
H 0.8632 1.0284 2.1933
H 2.2509 -0.0403 1.7833
H 0.6403 -1.6687 0.6311
H 0.0675 -1.3053 2.2482
H -2.7271 -1.4702 0.3176
H -2.3915 -0.8115 1.8883
H -2.8739 0.2985 0.6081
H -1.2846 0.0929 -1.1560
H -1.5168 -0.4223 -2.7601
H 0.3707 1.4890 -0.1492
H -1.6217 1.1925 -2.5469

=====

(2)
Molecular formula: C8H21FeNO5
Method: DFT, ωB97M-V/def2-TZVPD

Results
<S²> = 8.76
Total charge = +3
Spin multiplicity = 6
Highest occupied orbital energy (alpha / beta) = -21.75 / -21.62 eV
Relative energy (zero: lowest compared OMol25 entry of this formula, charge and spin) = 0.0 kcal per mole

CARTESIAN COORDINATES (ANGSTROEM)
Fe 0.0056 -0.3279 0.4175
C 3.1254 -0.4483 0.1523
O 1.9251 0.1486 -0.4196
C 2.1521 1.4727 -0.9507
C 0.8316 1.9984 -1.3886
O -0.0168 1.8169 -0.2424
C -1.3481 2.3448 -0.2940
C -2.2668 1.3504 -0.9324
O -1.9022 0.0414 -0.4349
C -2.8725 -0.9858 -0.8026
H 3.5717 0.2229 0.8850
H 3.8518 -0.6343 -0.6382
H 2.8498 -1.3968 0.6070
H 2.8432 1.4388 -1.7954
H 2.5928 2.0970 -0.1708
H 0.4440 1.4604 -2.2589
H 0.9165 3.0550 -1.6488
H -1.3911 3.2915 -0.8344
H -1.6285 2.5212 0.7438
H -2.2007 1.3409 -2.0228
H -3.2974 1.5857 -0.6617
H -2.8513 -1.1497 -1.8798
H -3.8741 -0.6712 -0.5155
H -2.6170 -1.9038 -0.2818
C -0.0301 -1.0671 4.4363
C 0.0157 0.1194 3.5431
N 0.0397 1.3135 4.0455
O 0.0385 -0.0446 2.2550
H -0.0402 -0.7751 5.4833
H 0.8371 -1.7041 4.2509
H -0.9212 -1.6598 4.2197
H 0.0236 1.4612 5.0489
H 0.0816 2.1431 3.4659
O 0.0888 -2.4065 -0.0176
H 0.0867 -3.1239 0.6367
H 0.2001 -2.8414 -0.8799

=====

(3)
Molecular formula: C10H6Cl12CrO4
Method: DFT, ωB97M-V/def2-TZVPD

Results
<S²> = 6.01
Total charge = 0
Spin multiplicity = 5
Highest occupied orbital energy (alpha / beta) = -7.56 / -7.63 eV
Relative energy (zero: lowest compared OMol25 entry of this formula, charge and spin) = 7.2 kcal per mole

CARTESIAN COORDINATES (ANGSTROEM)
Cr 5.1677 -2.3030 -12.1491
C 3.9551 -0.3136 -15.4456
C 4.4004 -0.7415 -14.2784
C 4.8137 0.2140 -13.2003
O 5.2657 -0.3751 -12.1041
C 4.6888 1.5311 -13.3344
C 4.1401 2.0874 -14.5518
C 3.7400 1.1036 -15.6691
O 3.2403 1.5384 -16.6797
O 3.9781 3.2672 -14.7285
O 4.5855 -2.0166 -13.9705
H 3.6749 -1.0246 -16.2107
H 5.0757 2.1583 -12.5427
C 6.5651 -2.6331 -8.1866
Cl 5.2236 -3.5883 -7.5801
Cl 6.1561 -1.9535 -9.7920
Cl 8.0514 -3.5572 -8.2465
H 6.7133 -1.7749 -7.5461
C 9.0728 -1.7787 -12.8057
Cl 9.6088 -2.5655 -11.3108
Cl 8.7881 -0.0674 -12.5858
Cl 7.6112 -2.5655 -13.4301
H 9.8768 -1.9114 -13.5163
C 6.9791 -6.3134 -11.6233
Cl 7.0395 -6.4514 -13.3700
Cl 5.8635 -5.0165 -11.1476
Cl 8.5854 -6.0517 -10.9367
H 6.6054 -7.2289 -11.1864
C 1.1178 -2.1903 -12.2320
Cl 0.8368 -3.4145 -13.4486
Cl 1.1444 -0.5824 -12.9187
Cl 2.6758 -2.5165 -11.3789
H 0.3546 -2.2376 -11.4686

=====

(4)
Molecular formula: C27H19B3N4O24
Method: DFT, ωB97M-V/def2-TZVPD

Results
<S²> = 0.76
Total charge = -3
Spin multiplicity = 2
Highest occupied orbital energy (alpha / beta) = 2.83 / -1.78 eV

CARTESIAN COORDINATES (ANGSTROEM)
N 0.7474 1.5151 -0.2389
H 0.3867 2.3095 0.2700
H 0.2531 1.5195 -1.1197
H 0.5338 0.7210 0.3475
H 1.7381 1.7024 -0.2972
O 0.7434 -0.2061 1.9428
C 0.0499 -0.8815 2.7263
O 0.0905 -2.1854 2.9556
B -0.9849 -2.5705 3.9042
O -1.5915 -1.3470 4.3890
C -0.9632 -0.3379 3.7244
O -1.2305 0.8710 3.8488
O -0.6219 -3.4377 5.0673
C -1.0718 -4.6506 4.8975
O -0.8810 -5.6519 5.5969
C -2.0169 -4.6039 3.6519
O -1.9726 -3.4493 3.1590
O -2.5199 -5.6160 3.1621
O -3.2828 -5.1638 0.5499
C -3.3590 -4.0400 0.0334
O -3.6008 -2.9036 0.6847
B -3.5317 -1.7281 -0.1908
O -3.4655 -2.3245 -1.5239
C -3.2806 -3.6443 -1.4808
O -3.1366 -4.4713 -2.4314
O -2.4195 -0.7618 0.0756
C -2.9142 0.5034 0.0976
O -2.2732 1.5182 0.3131
C -4.4211 0.4145 -0.0817
O -4.7663 -0.8608 -0.1220
O -5.1956 1.3934 -0.0527
O 3.0968 -1.4427 0.4083
C 2.2830 -2.3326 0.1330
O 2.1244 -3.5675 0.6156
B 0.9956 -4.2705 -0.0836
O 0.5059 -3.2464 -1.0094
C 1.1937 -2.1691 -0.9465
O 1.1500 -1.2262 -1.7588
O -0.0109 -4.9074 0.8384
C -0.2262 -6.1091 0.4751
O -1.1345 -6.8827 0.8275
C 0.7830 -6.4287 -0.6964
O 1.5399 -5.4143 -0.8066
O 0.9214 -7.5101 -1.2657
N -0.0200 3.7980 0.8612
C 0.5138 4.9045 0.2511
C 0.1969 6.2353 0.6226
C -0.7260 6.3819 1.6552
C -1.3574 5.2971 2.2749
C -0.8982 4.0496 1.8777
H 1.1985 4.6786 -0.5529
H 0.6671 7.0824 0.1453
H -1.0882 7.3531 1.9585
H -2.0779 5.4058 3.0722
H -1.3153 3.2107 2.4151
N -0.2085 1.8484 -2.9009
C -0.3590 0.9182 -3.8612
C -0.8009 1.1965 -5.1465
C -1.1224 2.4896 -5.4837
C -1.0428 3.4849 -4.4947
C -0.5935 3.1123 -3.2331
H -0.1391 -0.0617 -3.4641
H -0.9982 0.3653 -5.8073
H -1.5073 2.6490 -6.4801
H -1.3310 4.4977 -4.7348
H -0.5689 3.8294 -2.4259
N 3.3879 1.9693 -0.5488
C 4.1667 2.7268 0.2576
C 5.5481 2.7635 0.1518
C 6.1807 1.9232 -0.7303
C 5.4499 1.0431 -1.4711
C 4.0436 1.0779 -1.3550
H 3.6880 3.4296 0.9235
H 6.2332 3.4488 0.6288
H 7.2473 1.9866 -0.8872
H 5.9365 0.3413 -2.1323
H 3.4324 0.4386 -1.9748